Entry 1:
The following is a DFT calculation (wB97M-V/def2-TZVPD) of a cluster of 2 separate species, C8H12BrNO2 in total at a distorted geometry.

ΔE to the lowest compared entry with this formula, charge and spin ... 8.8475 eV
Strongest force on any atom ... 4.948 eV/A
Kohn-Sham gap (spin up / spin down) ... 7.82 / 7.99 eV
HOMO level (spin up / spin down) ... -0.279 / -0.292 hartree

Cartesian coordinates (Å):
C 0.642 0.252 0.318
C -0.143 -0.602 0.839
C 0.177 0.707 1.660
C 2.114 -0.585 -1.565
C 1.538 0.620 -0.840
C -1.023 -1.688 1.003
C -1.401 -2.400 -0.297
C 0.546 4.119 1.107
N 0.434 1.277 2.687
O -3.080 -0.915 -1.065
O -1.916 -1.620 -1.342
Br -1.185 4.738 0.987
H 1.501 -0.992 -2.262
H 2.642 -1.392 -0.860
H 3.004 -0.218 -2.019
H 0.851 1.167 -1.483
H 2.338 1.363 -0.643
H -2.007 -1.422 1.548
H -0.540 -2.502 1.718
H -2.211 -3.225 -0.116
H -0.542 -3.084 -0.832
H 1.388 4.829 1.027
H 0.653 3.159 1.712
H -3.781 -1.586 -1.283

Forces on atoms 1 to 2 (eV/Å):
C 2.1008 2.2968 -0.8768
C -1.0126 1.7497 2.2323

Entry 2:
The following is a DFT calculation (wB97M-V/def2-TZVPD) of a structure of composition C8H12Cl6CuF6O6S2 at a distorted geometry.

2S+1 ... 2
ΔE to the lowest compared entry with this formula, charge and spin ... 0.0000 eV
Strongest force on any atom ... 2.921 eV/A
Kohn-Sham gap (spin up / spin down) ... 10.19 / 6.38 eV
HOMO level (spin up / spin down) ... -0.379 / -0.378 hartree

Cartesian coordinates (Å):
Cu 0.418 0.567 0.348
C 1.665 -0.969 -3.687
F 0.556 -1.637 -3.363
F 2.453 -1.812 -4.336
F 1.364 0.015 -4.513
S 2.554 -0.347 -2.160
O 3.247 0.850 -2.602
O 1.490 -0.074 -1.184
O 3.387 -1.472 -1.803
C 0.021 0.750 4.458
F 0.883 1.272 5.307
F 0.306 -0.516 4.285
F -1.202 0.883 4.935
S 0.115 1.700 2.838
O 1.335 1.253 2.141
O -0.941 1.163 1.939
O 0.066 3.105 3.104
Cl -1.472 -0.647 -0.883
C -2.246 -2.160 -1.478
C -3.659 -2.269 -0.967
Cl -3.666 -2.706 0.762
H -1.660 -2.986 -1.081
H -2.094 -2.170 -2.554
H -4.264 -2.964 -1.546
H -4.182 -1.317 -1.057
Cl -1.259 7.116 -0.516
C -1.300 5.468 -1.102
C -0.696 4.446 -0.177
Cl -0.711 2.816 -0.893
H -0.798 5.424 -2.071
H -2.346 5.297 -1.357
H -1.208 4.360 0.784
H 0.309 4.736 0.130
Cl 0.567 -1.727 1.635
C 1.413 -3.312 1.743
C 2.140 -3.619 0.447
Cl 0.969 -3.881 -0.886
H 0.748 -4.072 2.137
H 2.195 -3.157 2.491
H 2.657 -4.572 0.538
H 2.847 -2.835 0.193

Forces on atoms 1 to 2 (eV/Å):
Cu 0.0941 0.0174 0.5878
C 0.2930 -0.1702 0.4455

Entry 3:
The following is a DFT calculation (wB97M-V/def2-TZVPD) of a structure of composition C8H12ClKO10 at a distorted geometry.

ΔE to the lowest compared entry with this formula, charge and spin ... 0.0000 eV
Strongest force on any atom ... 2.119 eV/A
Kohn-Sham gap ... 8.59 eV
HOMO level ... -0.324 hartree

Cartesian coordinates (Å):
K -1.731 0.656 0.775
Cl -0.735 2.175 4.136
O -0.270 3.469 4.598
O -2.186 2.206 3.942
O -0.140 1.890 2.858
O -0.393 1.144 5.081
C 3.181 4.675 -0.433
C 2.187 3.553 -0.110
C 0.719 3.861 -0.324
O 0.209 2.529 -0.388
C 1.152 1.729 -0.899
O 0.940 0.608 -1.233
O 2.347 2.373 -0.921
H 3.288 5.214 0.508
H 2.929 5.354 -1.242
H 4.130 4.174 -0.627
H 2.376 3.303 0.936
H 0.505 4.457 -1.218
H 0.249 4.456 0.460
C -1.901 -6.016 -1.407
C -1.006 -4.854 -1.014
C -0.924 -3.725 -2.078
O -1.469 -2.591 -1.404
C -1.792 -2.878 -0.155
O -2.222 -2.089 0.650
O -1.610 -4.174 0.111
H -2.687 -5.632 -2.058
H -2.356 -6.515 -0.554
H -1.346 -6.794 -1.934
H 0.010 -5.127 -0.726
H -1.556 -3.922 -2.946
H 0.098 -3.508 -2.384

Forces on atoms 1 to 2 (eV/Å):
K 0.2972 0.0771 0.5049
Cl -1.1504 0.8384 1.5701

Entry 4:
The following is a DFT calculation (wB97M-V/def2-TZVPD) of an isolated molecule of C8H12ClNO2 at a distorted geometry.

2S+1 ... 3
ΔE to the lowest compared entry with this formula, charge and spin ... 0.0000 eV
Strongest force on any atom ... 8.122 eV/A
Kohn-Sham gap (spin up / spin down) ... 5.59 / 7.32 eV
HOMO level (spin up / spin down) ... -0.180 / -0.376 hartree

Cartesian coordinates (Å):
C -1.680 1.253 -1.170
C 1.530 -1.015 0.885
C 0.181 -0.888 1.620
C -0.302 -1.559 -0.654
C 1.148 -1.020 -0.603
C -0.839 -0.629 0.442
C 0.778 0.383 -1.098
C -0.577 0.705 -0.202
N -0.264 1.801 0.719
O -1.939 0.890 -2.292
O -2.301 2.317 -0.603
Cl 2.115 1.437 -0.946
H 2.066 -0.119 1.029
H 2.086 -1.867 1.140
H -0.086 -1.870 2.041
H 0.043 -0.263 2.502
H -0.884 -1.305 -1.548
H -0.561 -2.623 -0.502
H 2.016 -1.459 -1.203
H -1.859 -0.941 0.651
H 0.463 0.408 -2.199
H 0.144 1.496 1.609
H -1.726 2.448 0.197
H 0.447 2.419 0.184

Forces on atoms 1 to 2 (eV/Å):
C 2.2411 1.3238 7.6937
C -1.7979 1.3376 -0.5837

Entry 5:
The following is a DFT calculation (wB97M-V/def2-TZVPD) of a structure of composition C8H12CuF6N2O2P at a distorted geometry.

ΔE to the lowest compared entry with this formula, charge and spin ... 1.1504 eV
Strongest force on any atom ... 2.260 eV/A
Kohn-Sham gap ... 5.75 eV
Charge ... -2
HOMO level ... -0.003 hartree

Cartesian coordinates (Å):
Cu 0.672 -0.707 -0.123
O -0.351 -1.516 -1.973
H -1.103 -1.772 -1.421
O 1.481 1.000 -1.270
H 2.400 0.766 -1.119
P -1.481 -0.912 2.470
F -2.505 -1.958 3.161
F -2.630 -0.361 1.467
F -1.900 0.147 3.646
F -0.362 0.145 1.817
F -0.265 -1.441 3.357
F -1.163 -1.913 1.222
N 1.762 -3.078 0.487
C 2.411 -2.613 -0.630
C 3.121 -1.488 -0.286
C 3.083 -1.425 1.131
C 2.149 -2.357 1.564
H 1.139 -3.864 0.459
H 2.337 -3.149 -1.561
H 3.697 -0.992 -1.050
H 3.580 -0.738 1.798
H 1.975 -2.692 2.572
N -0.719 2.801 -1.364
C -1.782 1.947 -1.330
C -2.906 2.652 -1.680
C -2.562 4.006 -1.797
C -1.196 4.078 -1.635
H 0.256 2.537 -1.198
H -1.520 0.906 -1.226
H -3.905 2.279 -1.852
H -3.235 4.829 -1.984
H -0.477 4.883 -1.651

Forces on atoms 1 to 2 (eV/Å):
Cu -0.4617 0.9723 -1.9870
O 0.1981 -0.1404 1.1530

Entry 6:
The following is a DFT calculation (wB97M-V/def2-TZVPD) of a cluster of 3 separate species, C8H12F9O7S4 in total at a distorted geometry.

Strongest force on any atom ... 8.495 eV/A
Kohn-Sham gap ... 7.99 eV
Charge ... -1
HOMO level ... -0.223 hartree

Cartesian coordinates (Å):
O -6.486 -1.062 -2.678
S -5.061 -1.132 -3.018
O -4.402 0.146 -3.292
O -4.926 -2.031 -4.262
S -4.063 -2.262 -1.486
O -3.113 -3.251 -2.010
O -5.108 -3.032 -0.796
C -3.232 -1.238 -0.156
F -4.139 -0.889 0.813
F -2.352 -2.096 0.481
C -2.462 0.042 -0.646
F -1.831 -0.121 -1.841
F -3.383 1.061 -0.666
C -1.331 0.536 0.379
F -1.666 0.310 1.676
F -1.313 1.914 0.237
C 0.122 0.055 -0.002
F 0.920 0.248 1.101
F 0.218 -1.256 -0.306
F 0.658 0.860 -0.957
C 1.836 4.414 1.882
S 1.517 3.157 3.134
O 0.468 2.254 2.597
C 0.723 4.264 4.317
H 2.300 3.930 1.023
H 0.898 4.878 1.573
H 2.515 5.167 2.283
H -0.145 4.738 3.857
H 1.438 5.021 4.643
H 0.404 3.673 5.175
C 3.043 -3.014 -0.477
S 4.447 -1.950 -0.856
O 3.928 -0.775 -1.606
C 5.207 -3.062 -2.056
H 2.402 -2.496 0.236
H 2.477 -3.225 -1.385
H 3.400 -3.944 -0.030
H 4.506 -3.268 -2.866
H 5.493 -3.991 -1.560
H 6.095 -2.576 -2.457

Forces on atoms 1 to 2 (eV/Å):
O 1.9057 0.0394 1.3761
S -2.8455 0.2961 -7.9988

Entry 7:
The following is a DFT calculation (wB97M-V/def2-TZVPD) of a structure of composition C8H12INO2 at a distorted geometry.

ΔE to the lowest compared entry with this formula, charge and spin ... 3.0289 eV
Strongest force on any atom ... 7.522 eV/A
Kohn-Sham gap (spin up / spin down) ... 7.89 / 7.89 eV
HOMO level (spin up / spin down) ... -0.343 / -0.343 hartree

Cartesian coordinates (Å):
C 2.815 -0.252 -0.994
C -0.315 0.259 0.482
C 1.645 -1.749 0.535
C -0.613 0.415 -2.059
C -2.485 0.651 -0.451
C 0.793 1.197 0.333
C 2.398 -0.467 0.281
C -1.177 -0.097 -0.739
N 3.033 0.085 -2.071
O -0.438 -0.371 1.544
O -1.278 -1.484 -0.777
I 3.772 0.087 1.724
H 0.921 -1.873 -0.279
H 2.343 -2.604 0.480
H 0.950 -1.781 1.417
H 0.343 -0.017 -2.255
H -1.274 0.083 -2.844
H -0.535 1.441 -2.027
H -2.213 1.620 -0.140
H -3.093 0.103 0.085
H -2.981 0.814 -1.568
H 1.224 1.767 1.102
H 0.800 1.544 -0.728
H -1.381 -1.761 0.234

Forces on atoms 1 to 2 (eV/Å):
C 0.4507 1.0572 -2.4764
C 1.1785 -0.6523 1.7375

Entry 8:
The following is a DFT calculation (wB97M-V/def2-TZVPD) of the ion C8H12N with charge +1 at a distorted geometry.

2S+1 ... 3
ΔE to the lowest compared entry with this formula, charge and spin ... 4.1598 eV
Strongest force on any atom ... 4.423 eV/A
Kohn-Sham gap (spin up / spin down) ... 5.12 / 6.62 eV
Charge ... +1
HOMO level (spin up / spin down) ... -0.285 / -0.581 hartree

Cartesian coordinates (Å):
C 0.158 -1.445 -0.467
C 1.075 -0.374 0.139
C -1.628 1.452 -0.067
C -2.358 0.043 -0.464
C -0.273 -0.814 0.753
C -0.396 0.977 -0.766
C -0.927 -0.423 -0.524
C 2.297 -1.007 0.688
N 1.005 0.980 -0.225
H 0.368 -2.467 -0.738
H -2.037 2.416 -0.530
H -1.612 1.600 1.044
H -3.112 -0.453 0.226
H -2.954 0.012 -1.481
H -0.401 -1.176 1.738
H -0.445 1.329 -1.738
H 2.099 -1.901 1.417
H 2.745 -0.319 1.467
H 3.126 -1.104 0.030
H 1.451 1.590 0.533
H 1.819 1.084 -1.036

Forces on atoms 1 to 2 (eV/Å):
C 0.9526 -0.4018 0.3774
C 3.2906 -2.9310 0.3845

Entry 9:
The following is a DFT calculation (wB97M-V/def2-TZVPD) of an isolated molecule of C8H12N2 at a distorted geometry.

ΔE to the lowest compared entry with this formula, charge and spin ... 5.8271 eV
Strongest force on any atom ... 5.829 eV/A
Kohn-Sham gap (spin up / spin down) ... 8.33 / 8.35 eV
HOMO level (spin up / spin down) ... -0.288 / -0.288 hartree

Cartesian coordinates (Å):
C -1.505 0.727 0.065
C 1.390 0.724 -0.121
C -0.799 -0.557 0.038
C 0.672 -0.551 -0.188
C -1.888 1.606 -1.115
C 1.990 1.756 0.779
C -1.405 -1.885 0.386
C 1.377 -1.855 0.105
N -1.477 0.943 1.272
N 1.261 0.368 -1.296
H -2.779 2.166 -0.923
H -2.349 0.939 -2.024
H -1.058 2.295 -1.466
H 3.125 1.613 0.718
H 1.394 1.824 1.761
H 1.959 2.748 0.325
H -2.387 -1.683 0.887
H -0.822 -2.511 0.926
H -1.582 -2.244 -0.718
H 1.573 -2.019 1.256
H 2.394 -1.770 -0.311
H 0.915 -2.634 -0.356

Forces on atoms 1 to 2 (eV/Å):
C -0.5278 0.9920 -2.3615
C 0.0823 0.3010 1.1347

Entry 10:
The following is a DFT calculation (wB97M-V/def2-TZVPD) of an isolated molecule of C8H12N2O at a distorted geometry.

ΔE to the lowest compared entry with this formula, charge and spin ... 1.5080 eV
Strongest force on any atom ... 3.448 eV/A
Kohn-Sham gap ... 8.21 eV
HOMO level ... -0.282 hartree
SMILES ... [H]/N=c1/ccccn1C[C@@H](C)O

Cartesian coordinates (Å):
C -1.670 -1.618 0.075
C -2.144 -0.228 -0.476
C -0.969 0.379 -1.273
C 0.173 1.201 0.704
C 1.119 1.165 1.681
C 2.258 0.346 1.493
C 2.378 -0.303 0.335
C 1.378 -0.327 -0.709
H -2.478 -2.017 0.792
H -0.784 -1.517 0.678
H -1.534 -2.400 -0.710
H -2.958 -0.345 -1.222
H -3.031 1.280 0.233
H -1.284 1.352 -1.661
H -0.846 -0.247 -2.159
H -0.765 1.778 0.894
H 0.902 1.701 2.612
H 2.988 0.347 2.247
H 3.160 -0.930 0.029
H 0.844 -1.393 -2.333
N 0.252 0.540 -0.544
N 1.503 -1.282 -1.616
O -2.705 0.489 0.593

Forces on atoms 1 to 2 (eV/Å):
C -2.4222 -0.3858 0.4707
C 0.2994 -2.2928 -0.6907

Entry 11:
The following is a DFT calculation (wB97M-V/def2-TZVPD) of an isolated molecule of C8H12N2O2 at a distorted geometry.

ΔE to the lowest compared entry with this formula, charge and spin ... 1.5726 eV
Strongest force on any atom ... 4.788 eV/A
Kohn-Sham gap ... 10.15 eV
HOMO level ... -0.349 hartree
SMILES ... CCN1C(=O)CN2C(=O)CC[C@H]12

Cartesian coordinates (Å):
C -0.008 3.123 -0.680
C 1.102 2.135 -0.469
C -0.630 0.402 -0.107
C -1.114 0.038 -1.528
C -1.975 -1.195 -1.177
C -1.184 -1.929 -0.046
C 0.654 -1.042 1.350
C 1.505 0.152 0.952
H -0.417 3.213 -1.670
H -0.753 3.273 0.128
H 0.496 4.159 -0.496
H 1.924 2.423 0.236
H 1.588 1.911 -1.456
H -1.360 1.169 0.353
H -0.265 -0.421 -2.066
H -1.685 0.806 -2.192
H -2.305 -1.832 -1.933
H -2.824 -0.684 -0.650
H 0.488 -1.020 2.422
H 1.066 -2.076 1.077
N 0.670 0.807 0.085
N -0.625 -0.866 0.619
O -0.815 -3.098 0.022
O 2.520 0.521 1.421

Forces on atoms 1 to 2 (eV/Å):
C 1.0794 3.7659 1.8764
C 1.1207 -2.0264 0.0097

Entry 12:
The following is a DFT calculation (wB97M-V/def2-TZVPD) of an isolated molecule of C8H12N2O2S at a distorted geometry.

ΔE to the lowest compared entry with this formula, charge and spin ... 2.7164 eV
Strongest force on any atom ... 5.498 eV/A
Kohn-Sham gap ... 9.62 eV
HOMO level ... -0.334 hartree
SMILES ... Cc1ncsc1[C@H](C(=O)O)N(C)C

Cartesian coordinates (Å):
C -3.196 0.159 0.853
C -1.788 0.621 -0.793
C -0.935 -0.123 -0.037
C 0.339 -1.987 -0.804
C -1.643 1.503 -1.994
C 2.745 -0.758 0.523
C 1.110 1.016 1.376
C 0.456 -0.484 -0.428
N -3.043 0.778 -0.223
N 1.378 -0.306 0.769
O 0.415 -2.686 0.329
O 0.106 -2.361 -1.924
S -1.738 -0.656 1.445
H -3.930 0.007 1.567
H -0.876 1.107 -2.812
H -2.496 1.867 -2.524
H -1.035 2.393 -1.741
H 3.228 0.079 -0.150
H 3.099 -0.701 1.557
H 2.887 -1.628 -0.030
H 0.949 1.963 0.815
H 0.404 1.005 2.169
H 1.951 1.187 2.074
H 0.887 0.224 -1.148
H 0.726 -2.219 1.130

Forces on atoms 1 to 2 (eV/Å):
C 2.9743 -1.5092 1.4310
C -1.3025 0.8045 0.4324

> What is the formula in the fourth record?

C8H12ClNO2